The following is a DFT calculation (ωB97M-V/def2-TZVPD) of a molecular structure, C26H45ClNPReS.

Last column: Löwdin spin population.
Element x y z (Å)
Re  0.57480  0.02758  2.32872  2.473
Cl  1.13260  2.22867  2.50786  0.164
S  0.51666  -0.33118  6.92853  0.159
P  0.13926  0.59476  -0.00749  -0.002
N  0.55330  -0.06868  4.20133  0.021
C  -0.56714  -2.81680  -2.46920  0.000
C  -1.94912  -2.82857  4.13651  0.001
C  -2.24496  2.06790  -0.60144  0.001
C  -1.37696  -0.79158  -3.80511  0.000
C  -0.78348  4.53969  -1.37421  0.000
C  0.55055  -0.17137  5.37820  0.098
C  -1.78132  -1.71879  1.85184  0.004
C  -2.95866  3.42352  -0.56718  0.000
C  -2.31216  4.46699  -1.48857  0.000
C  -0.56502  -0.50298  -1.41158  0.006
C  0.40953  -2.89088  3.16424  0.026
C  -0.09177  -1.81736  2.15695  0.046
C  3.92409  1.21036  -1.89095  0.000
C  2.73963  -0.24030  0.39891  0.069
C  4.79640  0.30763  -1.00846  0.004
C  2.44018  0.83793  -1.85022  0.000
C  0.14210  -1.85836  -1.49961  0.002
C  -0.80772  -2.21466  -3.85995  0.000
C  4.23996  0.10037  0.40528  0.008
C  -1.68920  -0.31516  1.86763  -0.159
C  -0.63435  0.11967  -2.81795  0.000
C  1.96937  0.81393  -0.37750  0.002
C  -0.09083  3.17016  -1.35711  0.000
C  -0.66671  -3.66224  3.95354  0.005
C  -0.74586  2.24060  -0.32269  0.001
C  -2.63381  -2.55199  2.75765  -0.007
H  -3.00618  -3.52547  2.37511  0.000
H  0.38729  0.28823  -3.18775  0.000
H  -3.46149  -1.91748  2.96574  0.001
H  -1.65716  -1.87209  4.63454  -0.001
H  -2.58524  4.24570  -2.53384  0.000
H  2.19372  1.79992  0.06980  0.001
H  -2.73188  5.45092  -1.26580  0.000
H  -1.34537  -0.33916  -4.80333  0.000
H  -2.01283  0.68940  2.42380  0.007
H  -1.53418  -3.10832  -2.03305  0.000
H  -0.37831  5.14237  -2.19116  0.000
H  0.97576  3.30419  -1.13199  0.000
H  -0.62811  2.71903  0.66796  0.000
H  -2.93275  3.79691  0.46917  0.000
H  4.89385  -0.67392  -1.49866  0.000
H  0.02998  -3.73107  -2.56187  0.000
H  4.27591  1.18091  -2.92624  0.000
H  2.29430  -0.15565  -2.30543  0.000
H  4.79889  -0.68969  0.91643  0.000
H  1.85642  1.55694  -2.44302  0.000
H  1.17607  -2.52775  3.88111  0.002
H  -0.14534  2.72587  -2.36567  0.000
H  4.37569  1.02146  0.99451  0.000
H  -2.40682  1.60792  -1.58842  0.000
H  -1.60044  -0.66075  -1.05388  0.001
H  1.17860  -1.70344  -1.83677  0.000
H  0.40536  -2.07815  1.20886  0.027
H  -4.00878  3.28907  -0.83660  0.000
H  2.37302  -0.31070  1.48313  0.033
H  -1.89174  -2.08139  0.78940  -0.002
H  5.80331  0.72656  -0.95043  0.001
H  -2.67359  -0.32020  1.23504  0.003
H  -2.43580  -0.84073  -3.50896  0.000
H  0.13940  -2.20508  -4.41952  0.000
H  -0.94419  -4.59055  3.40360  0.000
H  -1.49367  -2.85737  -4.42183  0.000
H  4.02288  2.25049  -1.54474  0.000
H  0.20906  -2.33944  -0.51546  0.001
H  -0.52482  5.05589  -0.43555  0.000
H  -0.27677  -3.97454  4.94581  0.001
H  0.91672  -3.61503  2.51155  -0.001
H  -2.65643  -3.36145  4.81471  0.000
H  2.60606  -1.22242  -0.07917  0.002
H  -2.68728  1.38096  0.12777  0.001
H  -1.12248  1.10024  -2.80691  0.000

Forces on atoms 1 to 2 (eV/Å):
-4.253 0.999 -3.040
0.814 2.528 0.210

Properties
Frontier orbital gap (alpha / beta) in eV: 6.998 / 7.489
Max |F| in eV/A: 7.13
Highest occupied orbital energy (alpha / beta) in eV: -7.45 / -7.87
LUMO (alpha / beta) in eV: -0.451 / -0.378
Expectation value of S²: 3.91
Total charge: 0
Multiplicity: 4


The following is a DFT calculation (ωB97M-V/def2-TZVPD) of 2 unconnected molecules or ions with the total composition C3H7NOS.

Last column: natural (NBO) charge in e.
Element x y z (Å)
S  -1.89593  -0.76530  -0.58577  0.235
O  0.58924  -0.11882  0.19661  -0.430
N  1.69993  -0.72249  -0.50537  -0.111
C  -0.53006  -1.11643  0.44254  -0.229
C  -1.96899  0.93798  -0.18571  -0.845
C  2.80629  0.06809  -0.41281  -0.152
H  -1.06445  1.59579  -0.87605  0.269
H  2.81953  1.01922  0.19857  0.182
H  -1.64216  1.03103  1.23828  0.198
H  -1.09719  -0.81992  1.32554  0.211
H  -3.25071  1.18116  -0.35129  0.260
H  -0.23790  -2.06644  0.32814  0.212
H  3.77239  -0.22386  -0.81268  0.200

Forces on atoms 1 to 2 (eV/Å):
-0.680 -0.513 -1.846
0.266 -1.723 0.086

Properties
Frontier orbital gap in eV: 9.486
Max |F| in eV/A: 4.98
Highest occupied orbital energy in eV: -8.71
LUMO in eV: 0.777
Relative energy (zero: lowest compared OMol25 entry of this formula, charge and spin) in eV: 6.6660
Total charge: 0


The following is a DFT calculation (ωB97M-V/def2-TZVPD) of C4H5NO2 in the gas phase.

Last column: natural (NBO) charge in e.
Element x y z (Å)
O  -0.57635  -2.41636  -0.86883  -0.659
O  0.97256  0.76239  -0.69285  -0.423
N  0.32697  1.91624  1.20787  -0.813
C  0.75183  -0.45444  -1.31745  -0.051
C  -0.48451  -0.37140  0.56560  -0.465
C  0.22182  0.78303  0.41743  0.488
C  -0.12765  -1.16759  -0.57622  0.238
H  -1.29955  -2.62061  -0.26508  0.479
H  -1.14387  -0.63102  1.38324  0.223
H  1.27721  -0.62735  -2.24212  0.209
H  0.66836  2.71993  0.69867  0.389
H  -0.53192  2.13006  1.69372  0.384

Forces on atoms 1 to 2 (eV/Å):
-0.160 -0.043 0.112
-0.049 0.092 0.106

Properties
SMILES string: Nc1cc(O)co1
Frontier orbital gap in eV: 8.476
Max |F| in eV/A: 0.37
Highest occupied orbital energy in eV: -7.65
LUMO in eV: 0.829
Relative energy (zero: lowest compared OMol25 entry of this formula, charge and spin) in eV: 1.1018
Total charge: 0


The following is a DFT calculation (ωB97M-V/def2-TZVPD) of C6H8 in the gas phase.

Last column: natural (NBO) charge in e.
Element x y z (Å)
C  2.03467  -0.83802  0.34660  -0.223
C  -0.60146  -1.02436  -0.16059  -0.501
C  0.81613  -0.92546  0.15632  0.145
C  3.33672  -0.56592  0.60108  -0.119
C  -1.42358  0.22211  0.21491  -0.381
C  -0.75218  1.51736  -0.23544  -0.615
H  -1.38991  2.38551  -0.04080  0.216
H  -0.71463  -1.24834  -1.23064  0.232
H  -0.98454  -1.91041  0.36609  0.263
H  4.00655  -1.13844  -0.06067  0.152
H  -1.57976  0.24477  1.29925  0.205
H  -0.52673  1.49563  -1.30898  0.203
H  0.19098  1.66209  0.30181  0.220
H  -2.41225  0.12347  -0.24893  0.204

Forces on atoms 1 to 2 (eV/Å):
-0.127 0.049 0.011
0.020 -0.020 -0.040

Properties
Frontier orbital gap (alpha / beta) in eV: 7.192 / 7.191
Max |F| in eV/A: 0.42
Highest occupied orbital energy (alpha / beta) in eV: -8.16 / -8.16
LUMO (alpha / beta) in eV: -0.963 / -0.966
Relative energy (zero: lowest compared OMol25 entry of this formula, charge and spin) in eV: 4.1398
Total charge: 0